Record 1
Formula: C34H47ClF2GaO4P2Si
Source: OMol25
Level of theory: ωB97M-V/def2-TZVPD

## Properties
2S+1: 1
HOMO energy (eV): -4.313
Net charge: -1
E_tot (Eh): -5181.78188

Cartesian coordinates (Å):
C 3.69587 -2.66572 4.22760
C 3.61502 -2.94484 2.65067
C 3.30014 -4.48162 2.49649
C 4.99297 -2.66191 1.92127
C 4.86081 -2.00230 0.49884
Ga 3.84642 -0.22325 0.42896
P 4.98417 1.09256 -1.21052
O 6.35563 1.74152 -0.40039
Cl 3.66717 2.65694 -1.75880
C 1.89697 -0.35876 -0.22534
F 1.92753 -0.23140 -1.64611
F 1.16130 0.73375 0.27906
C 1.17137 -1.70434 0.08013
C -0.26826 -1.69081 -0.63677
Si -1.61523 -2.38075 0.50129
C -0.97708 -3.89030 1.51704
C -3.12423 -3.01167 -0.51399
C -2.25399 -1.12009 1.82285
C -3.03468 -1.72775 2.92179
C -3.54699 -0.93825 4.01654
C -3.28061 0.49579 4.05269
C -2.54844 1.12995 2.98161
C -2.01734 0.33560 1.83757
P 3.94111 1.04525 2.42848
O 4.67757 2.32996 2.15365
O 2.41247 1.51705 2.99639
O 4.81930 0.25331 3.63445
H 4.70337 -2.30872 4.54940
H 2.97941 -1.83231 4.46353
H 3.40159 -3.55873 4.82956
H 2.82121 -2.26868 2.25529
H 3.68878 -4.91297 1.52890
H 2.20458 -4.73111 2.54373
H 3.80365 -5.08835 3.30176
H 5.47391 -3.67341 1.76086
H 5.66243 -2.11601 2.62838
H 5.91384 -1.78520 0.14688
H 4.41742 -2.69001 -0.26954
H 6.65763 1.08815 0.25658
H 1.73437 -2.59715 -0.27556
H 0.94090 -1.78944 1.17910
H -0.57728 -0.65532 -0.93590
H -0.20435 -2.28879 -1.58711
H -0.62458 -3.57526 2.53864
H -0.20479 -4.48693 0.97405
H -1.85838 -4.56460 1.70183
H -4.02919 -2.80095 0.11949
H -2.98686 -4.10352 -0.70127
H -3.12729 -2.43948 -1.47431
H -3.22503 -2.82456 2.90557
H -4.12030 -1.43967 4.82520
H -3.64064 1.10752 4.90676
H -2.38761 2.22640 3.02763
H -1.43060 0.81956 1.02998
H 2.03229 0.78549 3.52424
H 5.75459 0.36592 3.38930
C -2.74860 1.87481 -2.02217
C -2.89396 2.60513 -3.19380
C -3.69328 2.11144 -4.21811
C -4.35365 0.89605 -4.05874
C -4.20721 0.17641 -2.87798
C -3.39774 0.67233 -1.86394
H -2.12383 2.25153 -1.22001
H -2.38619 3.55570 -3.30911
H -3.80462 2.67285 -5.13840
H -4.98194 0.51203 -4.85414
H -4.72175 -0.76938 -2.74991
H -3.26799 0.11753 -0.94053
C 2.60946 1.77373 -6.72091
C 2.21733 0.50587 -7.13300
C 2.02056 -0.49981 -6.19402
C 2.20685 -0.23424 -4.84181
C 2.59554 1.03480 -4.42907
C 2.80079 2.03702 -5.36883
H 2.76637 2.55774 -7.45362
H 2.06564 0.30097 -8.18726
H 1.72089 -1.49110 -6.51586
H 2.04897 -1.01630 -4.10853
H 2.73980 1.24400 -3.37341
H 3.10937 3.02502 -5.04677
C -5.33692 4.21510 2.56775
C -4.84408 3.24510 1.70176
C -4.40781 3.61063 0.43646
C -4.45432 4.93874 0.03378
C -4.94544 5.90738 0.89992
C -5.39021 5.54541 2.16594
H -5.68104 3.93403 3.55679
H -4.79963 2.20874 2.01342
H -4.02825 2.85710 -0.22958
H -4.10653 5.21846 -0.95417
H -4.98107 6.94530 0.58873
H -5.77759 6.30014 2.84067

Record 2
Formula: C4H2ClO2S2
Source: OMol25
Level of theory: ωB97M-V/def2-TZVPD

## Properties
Relative energy (zero: lowest compared OMol25 entry of this formula, charge and spin) (eV): 0.714
2S+1: 1
HOMO energy (eV): -3.874
Net charge: -1
E_tot (Eh): -1560.64298

Cartesian coordinates (Å):
C 1.06475 -0.16733 0.13450
C 1.64205 1.04968 -0.10723
C -0.27511 -0.26824 0.35978
C -0.81544 1.27025 0.13353
O -1.94923 -1.56745 -1.18287
O -0.67545 -2.94279 0.42196
S 0.52723 2.31577 -0.13574
S -1.56509 -1.71718 0.24691
Cl -2.40878 1.86071 0.45299
H 1.78480 -0.90581 0.26988
H 2.67026 1.07237 -0.59372